[1]
Below is a molecular structure, C27H25BN6RuSi, with properties calculated with ωB97M-V/def2-TZVPD.

Structure (XYZ):
```
61
Properties=species:S:1:pos:R:3:forces:R:3
Ru 0.469756 -0.264040 1.054951 0.4 -0.3 0.8
Si 2.746430 0.634576 1.971755 -0.3 0.1 -0.2
N -0.853266 -1.326009 2.132953 0.3 0.1 -0.3
N -1.541198 -2.286790 1.481523 0.0 0.0 -0.1
N -1.558301 -1.109366 -0.739459 0.0 0.0 -0.1
N -0.811344 -0.024096 -0.421767 -0.2 -0.2 -0.1
N 1.076104 -1.950975 0.115871 -0.1 0.2 0.0
N 0.143484 -2.844887 -0.265978 0.1 0.0 0.0
C 0.283356 4.541667 1.706125 0.1 0.0 0.0
C 2.229557 -0.595722 3.212491 -0.4 0.1 -0.4
C 1.762109 2.186774 1.967060 0.3 0.0 0.0
C 2.256122 -2.370585 -0.349944 0.0 -0.1 0.0
C 5.368539 1.178167 -1.104895 0.0 0.0 0.0
C 0.358933 2.147941 1.910202 -0.2 0.2 -0.2
C 2.404149 3.430051 1.880063 0.0 0.0 -0.1
C 6.405833 -0.354846 0.452353 0.0 0.0 0.0
C 0.731345 -3.832390 -0.953439 0.0 0.0 0.0
C -0.371457 3.318343 1.752932 -0.1 -0.1 0.1
C 5.297776 -0.275490 1.276014 0.0 -0.1 -0.1
C 1.314873 -0.968396 5.423455 0.1 0.0 0.0
C 4.215579 0.544706 0.917019 -0.1 -0.2 0.3
C 1.670127 4.600440 1.779001 -0.1 0.0 0.0
C -2.406293 -2.853608 2.331706 0.0 0.0 -0.1
C -2.157726 0.534394 -2.103182 0.0 0.0 0.0
C -2.376022 -0.787066 -1.746728 0.0 0.0 0.0
C -1.166971 0.975290 -1.238800 0.0 0.1 0.1
C 2.033311 -2.847317 4.072832 0.0 0.0 0.0
C 4.263279 1.277548 -0.279628 0.0 0.1 0.0
C -1.293107 -1.282391 3.392595 -0.1 0.0 0.0
C -2.277164 -2.248066 3.567887 0.0 0.1 0.0
C 1.492397 -2.338550 5.249581 0.0 0.0 0.0
C 2.410407 -1.985344 3.061783 0.1 0.0 0.0
C 6.436236 0.366731 -0.736604 0.0 0.0 0.0
C 2.087667 -3.573851 -1.027043 0.0 0.0 0.0
C 1.654826 -0.102000 4.404529 0.0 0.0 0.1
B -1.335548 -2.482605 -0.040399 0.0 0.0 0.1
H -1.451169 3.276921 1.693278 0.0 0.0 0.0
H 2.168711 -3.913757 3.955891 0.0 0.0 0.0
H 7.247847 -0.972044 0.733904 0.0 0.0 0.0
H -0.308863 1.261376 2.050555 0.3 -0.1 0.2
H -3.062287 -1.516141 -2.144227 0.0 0.0 0.0
H 7.304154 0.301176 -1.379177 0.0 0.0 0.0
H -2.828869 -2.468478 4.464056 0.0 0.0 0.0
H 3.486422 3.481138 1.889315 0.0 0.0 0.0
H -2.653646 1.095816 -2.874157 0.0 0.0 0.0
H -0.885494 -0.575382 4.092632 -0.1 0.0 0.0
H -0.292782 5.452281 1.612248 0.0 0.0 0.0
H 0.146106 -4.645509 -1.349059 0.0 0.0 0.0
H 1.505792 0.964054 4.534469 0.0 0.0 0.0
H -3.063343 -3.639699 1.999730 0.0 0.0 0.0
H 5.276362 -0.840091 2.201129 0.0 0.0 0.0
H -0.700695 1.943952 -1.154336 0.0 0.0 0.0
H 2.846648 -2.385137 2.156541 0.0 0.0 0.0
H 3.442726 1.929262 -0.558961 0.0 0.0 0.0
H 3.154199 -1.796550 -0.182156 0.0 0.0 0.0
H 0.909342 -0.587135 6.351027 0.0 0.0 0.0
H 2.842985 -4.167114 -1.510036 0.0 0.0 0.0
H 5.407175 1.737464 -2.029459 0.0 0.0 0.0
H 2.176438 5.555290 1.744269 0.0 0.0 0.0
H -2.078463 -3.305167 -0.465768 0.0 0.0 -0.1
H 1.211184 -3.017446 6.044196 0.0 0.0 0.0
```
Forces are in eV/Å.

The net charge is +2. Its HOMO energy is -0.5399 Ha. The LUMO energy comes out at -7.7 eV. For the HOMO-LUMO gap, the calculation gives 7.036 eV.

***

[2]
Below is a molecular structure, C27H25BrF4IN3OSn at a distorted geometry, with properties calculated with ωB97M-V/def2-TZVPD.

Structure (XYZ):
```
63
Properties=species:S:1:pos:R:3:forces:R:3
I -0.242740 0.837432 2.839616 -0.6 0.6 0.5
Sn -0.224740 -0.007268 0.000716 -0.3 -0.3 -0.5
Br -3.034540 -1.707368 -1.490084 -0.3 -0.1 0.0
F 0.997260 2.549732 0.231416 0.2 -0.1 0.0
F 5.050760 0.211032 -0.660384 -0.1 0.2 0.1
F 6.406560 2.236732 0.318816 -0.2 0.0 -0.1
F 2.439160 4.634932 1.125916 0.0 -0.2 -0.1
O -1.634540 -1.735468 -6.475684 -0.1 -0.1 -0.4
N 1.019260 -2.334968 0.965916 0.3 -0.5 0.1
N -0.861440 -0.498168 -2.633884 -0.3 0.1 0.2
N 2.127260 0.130132 -0.253884 -1.1 -0.2 -0.2
C 4.464360 3.472732 0.805916 0.0 -0.2 -0.2
C 1.716760 -2.342468 2.250616 -0.1 0.0 0.1
C -2.111540 1.869632 2.526516 0.4 -0.3 0.6
C -1.152940 -3.200268 1.827316 0.2 0.0 -0.2
C -4.531740 3.142932 2.281716 0.0 0.0 0.3
C -2.793840 2.239732 3.650216 0.4 -0.2 0.0
C -4.037040 2.877632 3.524916 -0.2 0.1 -0.2
C 1.915960 -2.376068 -0.183184 0.0 0.3 -0.1
C -2.565040 2.109132 1.214916 0.0 0.0 -0.3
C -1.359740 -1.295568 -5.241484 0.3 0.3 0.7
C -2.234840 -1.642468 -4.210584 0.1 -0.1 -0.3
C 5.061160 2.314732 0.342416 -0.1 0.2 0.1
C 2.350860 2.436632 0.305916 -0.1 0.1 0.0
C -3.579840 2.880232 -1.265484 -0.3 0.1 0.0
C 2.810460 -1.147968 -0.344884 0.0 -0.3 0.0
C 0.007760 -3.385768 0.855916 -0.2 0.2 0.0
C 4.334560 1.229032 -0.106084 0.1 -0.1 -0.1
C -2.390440 2.144432 -1.162084 0.5 -0.3 0.2
C 3.081260 3.516832 0.738716 0.1 0.0 0.0
C -1.922140 -1.222568 -2.934684 0.3 0.1 -0.2
C -1.856040 1.727632 0.041316 0.4 0.1 -0.3
C 2.258960 -3.686068 2.742616 -0.1 0.3 -0.1
C -4.299640 3.175532 -0.144684 0.1 0.0 -0.2
C -0.039440 -0.152368 -3.613284 0.1 -0.1 -0.3
C -3.808640 2.805232 1.121516 0.2 -0.1 0.1
C 2.914860 1.190032 -0.047484 0.6 0.7 0.2
C -0.239540 -0.520168 -4.928484 -0.1 -0.1 -0.1
H 1.025860 -1.955868 3.003616 0.0 0.0 0.1
H 1.456660 -4.397768 2.921716 0.0 -0.1 0.0
H -2.380040 2.048332 4.627316 0.0 0.0 0.1
H 2.534360 -1.626068 2.181416 0.0 0.1 0.0
H -0.975440 -1.447668 -7.121984 -0.1 0.0 0.2
H 0.819760 0.429132 -3.303784 0.1 0.1 -0.1
H -5.236140 3.714232 -0.188884 -0.1 0.0 -0.1
H -0.397740 -3.343568 -0.162384 0.1 0.0 0.1
H -4.583640 3.159632 4.412416 0.0 0.0 0.1
H -1.972040 -3.855768 1.538016 0.0 -0.1 0.1
H 0.451860 -4.383868 0.987716 0.0 0.0 -0.1
H -1.514240 -2.171968 1.776516 0.0 0.0 0.1
H -1.862040 1.898432 -2.076384 -0.1 0.0 -0.1
H 5.049960 4.300532 1.160316 0.1 0.2 0.1
H 0.455660 -0.213868 -5.695184 0.1 0.0 -0.1
H -5.488540 3.627232 2.155416 -0.1 0.1 0.1
H -0.866540 -3.428168 2.850716 0.0 0.0 0.2
H 2.576860 -3.256468 -0.152484 0.0 0.0 -0.1
H 2.770860 -3.516868 3.686516 0.1 -0.1 0.1
H 3.288760 -1.255768 -1.327084 0.1 -0.1 0.2
H 2.960160 -4.125768 2.037616 0.1 -0.1 0.0
H -3.930440 3.199532 -2.236284 -0.1 0.0 -0.1
H 3.597260 -1.182568 0.418416 0.0 -0.1 -0.1
H 1.293760 -2.465168 -1.082784 0.0 -0.1 0.1
H -3.111740 -2.226968 -4.427084 -0.1 -0.1 0.0
```
Forces are in eV/Å.

The net charge is 0. Its energy relative to the best compared isomer or geometry (same formula, charge and spin) is 102.6 kJ/mol. Its HOMO energy is -0.2433 Ha. The LUMO energy comes out at 0.2 eV. For the HOMO-LUMO gap, the calculation gives 6.812 eV.

***

[3]
Below is a molecular structure, C27H25BrN4O2OsSTe, with properties calculated with ωB97M-V/def2-TZVPD.

Structure (XYZ):
```
62
Properties=species:S:1:pos:R:3:forces:R:3
Os -0.657521 0.805252 -0.054366 0.0 -0.5 -0.3
Te 0.476512 -1.934200 1.476583 0.3 0.0 0.5
Br 6.044947 4.129757 0.104467 0.0 0.0 0.0
S -1.702569 -2.280220 -1.117111 -0.1 -0.2 -0.2
O 1.265637 0.456417 0.181980 0.3 0.1 0.0
O -0.798288 1.141327 2.182235 0.0 0.2 0.1
N 0.360653 3.075668 2.595783 0.1 0.1 -0.2
N -0.874849 2.041112 4.229312 0.0 0.0 0.0
N -2.571214 1.425458 -0.546352 -0.1 0.0 0.0
N -0.315924 2.731122 -0.647634 0.1 0.1 0.1
C 4.529840 3.000533 0.134417 0.0 0.0 0.0
C -0.711561 -4.853880 2.069379 0.1 0.0 -0.1
C -4.934285 1.230724 -0.771962 -0.1 -0.1 0.0
C 1.589132 -3.650662 -0.757102 0.1 0.0 -0.1
C 0.929229 3.292597 -0.663503 0.2 0.2 0.0
C 0.167965 -4.839930 0.843511 -0.1 -0.1 0.0
C 2.301599 -2.410880 -1.223238 0.0 -0.1 0.2
C 2.302903 1.340630 0.166907 -0.4 -0.1 0.0
C 3.536245 0.879141 0.584194 0.1 -0.2 0.1
C 4.662335 1.688441 0.576883 -0.1 0.0 0.0
C 2.153327 2.678552 -0.269114 -0.3 0.1 -0.1
C -3.895861 4.702854 -1.645489 0.0 0.0 0.0
C -5.035244 2.542443 -1.154782 0.0 0.1 0.0
C 1.271235 -7.288902 -1.842275 0.0 0.0 0.1
C -0.439382 2.065979 2.954246 -0.1 -0.1 0.2
C -1.482082 4.793537 -1.392109 0.0 -0.1 0.0
C 0.337951 -5.995440 0.098008 0.0 0.0 0.0
C 3.314068 3.488268 -0.277649 0.0 0.0 0.0
C -1.073288 -1.094711 -0.321262 -0.1 0.7 -0.2
C -2.651151 2.744140 -0.924628 0.0 -0.1 0.0
C 1.112167 -6.015660 -1.058922 0.0 0.0 0.0
C -2.713511 5.390834 -1.712163 0.0 0.0 0.0
C 0.804951 -3.675649 0.396250 0.0 0.0 0.2
C 1.724709 -4.837620 -1.467242 0.0 0.0 0.0
C -1.429902 3.465603 -0.988874 0.0 0.1 -0.1
C -3.680515 0.697719 -0.480548 0.0 0.0 0.0
C -3.882724 3.345993 -1.247409 0.1 0.0 0.0
H 1.692491 -8.073584 -1.212450 0.0 0.0 0.0
H -5.802472 0.592018 -0.697948 0.0 0.0 0.0
H 0.998365 4.332186 -0.951466 0.0 0.0 0.0
H -0.994022 -5.872269 2.326947 0.0 0.0 0.0
H 5.620558 1.309556 0.900412 0.0 0.0 0.0
H 3.174393 -2.217625 -0.593266 0.0 0.0 0.0
H 0.693306 3.745888 3.265792 0.0 0.0 0.0
H 1.924596 -7.150812 -2.701206 0.0 0.0 0.0
H 0.754102 3.122536 1.666422 -0.1 -0.1 0.0
H 3.597967 -0.151741 0.913923 0.1 0.0 0.0
H -0.152645 -6.906066 0.424245 0.0 0.0 0.0
H 3.229823 4.512728 -0.617124 0.0 0.0 0.0
H -0.199000 -4.418113 2.931718 0.0 0.0 0.0
H -0.675253 2.778077 4.880725 0.0 0.0 0.0
H 2.329669 -4.838223 -2.366768 0.0 0.0 0.0
H 2.654032 -2.528666 -2.245133 0.0 0.0 0.0
H 1.665608 -1.524583 -1.169015 0.0 0.0 -0.1
H -4.836171 5.174528 -1.895835 0.0 0.0 0.0
H -2.719063 6.427151 -2.022895 0.0 0.0 0.0
H -3.567707 -0.337755 -0.196905 0.0 0.0 0.0
H -0.585339 5.388208 -1.469070 0.0 0.0 0.0
H -5.996283 2.980755 -1.395243 0.0 0.0 0.0
H -1.632354 -4.289984 1.898540 0.0 0.0 0.0
H 0.304074 -7.644739 -2.200123 0.0 0.0 0.0
H -1.514223 1.314206 4.495278 0.0 0.0 0.0
```
Forces are in eV/Å.

Its expectation value of S² is 8.87. The net charge is +1. Its energy relative to the best compared isomer or geometry (same formula, charge and spin) is 28.0 kJ/mol. As for the spin multiplicity: 6. Its HOMO energy (spin up / spin down) is -0.3037 / -0.3810 Ha. The LUMO energy (spin up / spin down) comes out at -2.9 / -4.9 eV. For the HOMO-LUMO gap (spin up / spin down), the calculation gives 5.314 / 5.472 eV.

***

[4]
Below is a molecular structure, C27H25BrN4O2OsSTe, with properties calculated with ωB97M-V/def2-TZVPD.

Structure (XYZ):
```
62
Properties=species:S:1:pos:R:3:forces:R:3
Os 0.576097 0.198227 -0.778166 -0.2 -0.1 -0.1
Te -0.258851 -0.134315 2.443173 0.1 -0.3 0.3
Br -0.723165 -7.079420 -2.024838 0.0 0.0 0.0
S -1.288827 2.757375 0.480448 0.0 -0.1 -0.1
O -0.429024 -1.382916 -0.125083 0.0 0.4 0.0
O 2.424177 -0.476597 0.411185 0.0 0.3 0.1
N 4.379558 -1.353481 1.067852 0.0 0.0 0.0
N 1.585708 1.685044 -1.806043 0.2 0.1 -0.1
N 1.089914 -0.811642 -2.505264 0.2 -0.1 -0.1
N 3.027894 -2.500906 -0.413534 0.2 -0.3 0.0
C 2.060415 1.286402 -3.031765 -0.1 -0.2 0.0
C -1.868697 1.756245 4.140269 -0.2 -0.1 -0.1
C 2.788672 2.162497 -3.856337 0.1 0.1 -0.1
C -0.425149 -2.647653 -0.604744 -0.1 0.0 0.1
C 3.246230 -1.421944 0.343538 -0.2 0.1 -0.1
C 0.795138 -2.123876 -2.756514 0.0 0.3 0.0
C 1.854440 2.914382 -1.372380 0.0 0.0 0.0
C -1.107394 -4.931260 -0.205063 -0.1 0.0 0.1
C 1.784949 -0.057723 -3.430499 0.0 0.1 0.2
C -5.470915 2.918775 4.432916 -0.1 0.0 0.0
C 3.041946 3.459407 -3.366159 0.0 0.0 0.0
C -0.552199 2.079091 4.781502 0.2 0.1 0.1
C -0.410178 1.518959 0.148085 -0.2 0.2 0.1
C -0.597654 -5.284617 -1.448398 0.1 0.1 -0.1
C 2.588491 3.829083 -2.126570 0.0 -0.1 0.0
C 0.119950 -2.996087 -1.869846 -0.1 -0.3 0.1
C 2.952309 0.421633 -5.496513 0.0 -0.1 -0.1
C -3.012513 2.423065 4.548770 0.0 -0.1 0.0
C -1.990616 0.806800 3.106784 0.0 0.2 0.1
C -3.369109 -0.486480 1.415030 -0.1 0.0 -0.1
C -1.018608 -3.609884 0.206090 0.2 -0.2 -0.4
C 3.235301 1.703318 -5.118249 0.0 0.1 0.1
C -0.001594 -4.353308 -2.265148 -0.1 0.0 0.2
C -4.254438 2.175403 3.967804 0.0 0.0 0.0
C 2.238585 -0.464778 -4.673103 0.0 0.0 -0.1
C -4.339328 1.232530 2.952795 0.1 0.0 0.0
C -3.224907 0.537382 2.499350 0.1 0.0 0.1
H 2.776792 4.814148 -1.726399 0.0 0.0 0.0
H -1.573833 -5.674047 0.426048 0.0 0.0 0.0
H 3.660474 -3.282110 -0.405179 0.0 0.0 0.0
H 0.123523 2.572569 4.076849 0.0 0.0 0.0
H 3.601630 4.157846 -3.975137 0.0 0.0 0.0
H 0.385230 -4.655060 -3.229289 0.0 0.0 0.0
H -4.340153 -0.398389 0.929163 0.0 0.0 0.0
H -5.354014 3.992079 4.275889 0.0 0.0 0.0
H -3.290405 -1.502267 1.810565 0.0 0.0 0.0
H -0.690841 2.749151 5.628350 0.0 0.0 0.0
H -1.422597 -3.312604 1.163911 0.0 0.1 0.0
H 3.792633 2.369254 -5.762067 0.0 0.0 0.0
H -2.603831 -0.379646 0.643388 0.0 0.0 0.0
H -6.360765 2.594365 3.896517 0.0 0.0 0.0
H 1.467179 3.175510 -0.400360 0.0 0.0 0.0
H 4.550223 -0.511901 1.587438 0.0 0.0 0.0
H -2.933723 3.157144 5.342506 0.0 0.0 0.0
H -5.640728 2.761573 5.498852 0.0 0.0 0.0
H 3.290133 0.064995 -6.460905 0.0 0.0 0.0
H 1.135069 -2.551307 -3.689178 0.0 0.0 0.0
H 2.171679 -2.598101 -0.940762 0.0 0.1 0.0
H 2.051657 -1.464567 -5.034444 0.0 0.0 0.0
H 5.103968 -2.046212 1.014646 0.0 0.0 0.0
H -0.044850 1.189505 5.161847 0.0 -0.1 0.0
H -5.301057 1.029336 2.496378 0.0 0.0 0.0
```
Forces are in eV/Å.

Its expectation value of S² is 8.88. The net charge is +1. Its energy relative to the best compared isomer or geometry (same formula, charge and spin) is 9.7 kJ/mol. As for the spin multiplicity: 6. Its HOMO energy (spin up / spin down) is -0.3020 / -0.3796 Ha. The LUMO energy (spin up / spin down) comes out at -2.9 / -5.0 eV. For the HOMO-LUMO gap (spin up / spin down), the calculation gives 5.272 / 5.359 eV.